1.
Entry from the OMol25 dataset: a structure of composition C15H22N13O3STi (ωB97M-V with the def2-TZVPD basis set).

For the relative energy (zero: lowest compared OMol25 entry of this formula, charge and spin), the calculation gives 0.160 eV. The highest occupied orbital energy (spin up / spin down) is -3.20 / -3.16 eV. Its total energy is -2770.0699 hartree. The calculation puts the strongest force on any atom at 1.2 eV/Å.

Structure (ORCA input):
```
! wB97M-V def2-TZVPD RIJCOSX def2/J DEFGRID3
* xyz -1 1
Ti -0.678 -0.517 0.009
N -1.896 1.168 3.921
C -1.568 0.944 2.598
S 0.067 0.490 2.229
N -2.484 1.138 1.709
N -2.119 0.760 0.453
C -2.902 1.168 -0.543
C -2.461 0.847 -1.819
C -2.999 1.401 -3.005
C -2.403 1.147 -4.205
C -1.272 0.299 -4.234
C -0.813 -0.250 -3.067
N -1.366 0.000 -1.852
H -1.260 0.717 4.556
H -2.866 0.966 4.121
H -3.794 1.755 -0.359
H -3.869 2.041 -2.926
H -2.785 1.590 -5.117
H -0.774 0.055 -5.162
H 0.026 -0.932 -3.070
C 2.913 -1.780 2.848
O 2.439 -1.504 1.546
C 3.187 -0.495 0.929
C 2.817 -0.381 -0.538
O 1.541 0.206 -0.853
C 1.679 1.461 -1.531
C 1.414 2.676 -0.660
O 0.033 2.785 -0.489
C -0.325 3.885 0.318
H 3.917 -2.223 2.803
H 2.944 -0.868 3.453
H 2.223 -2.482 3.306
H 3.042 0.463 1.447
H 4.253 -0.762 0.980
H 3.592 0.223 -1.016
H 2.837 -1.378 -0.977
H 2.690 1.531 -1.940
H 0.965 1.473 -2.356
H 1.921 2.562 0.309
H 1.798 3.583 -1.153
H -0.008 4.828 -0.150
H -1.407 3.869 0.415
H 0.126 3.803 1.313
N -0.121 -3.652 1.201
C -1.209 -2.961 1.661
N -1.890 -3.313 2.731
N -2.923 -2.446 2.765
N -2.866 -1.626 1.784
N -1.760 -1.895 1.037
C 0.423 -3.386 -0.022
N 1.286 -4.176 -0.634
N 1.554 -3.543 -1.788
N 0.897 -2.442 -1.863
N 0.145 -2.287 -0.741
H 0.088 -4.536 1.629
*
```



2.
Entry from the OMol25 dataset: an isolated molecule of C15H22N2O2 (ωB97M-V with the def2-TZVPD basis set).

For the relative energy (zero: lowest compared OMol25 entry of this formula, charge and spin), the calculation gives 4.246 eV. The highest occupied orbital energy is -8.05 eV. Its total energy is -844.6455 hartree. The calculation puts the strongest force on any atom at 8.8 eV/Å. As for the SMILES: O=C1C=CC[C@@H]2[C@H]3CCC[N@+]4([O-])CCC[C@@H](CN12)[C@@H]34.

Structure (ORCA input):
```
! wB97M-V def2-TZVPD RIJCOSX def2/J DEFGRID3
* xyz 0 1
O -1.111 -3.247 2.633
C -0.143 -2.866 1.983
C 0.881 -3.869 1.776
C 1.972 -3.585 1.022
C 2.191 -2.235 0.437
C 0.844 -1.449 0.228
C 1.202 0.053 -0.032
C 1.963 0.268 -1.362
C 1.546 1.580 -2.047
C 0.080 1.536 -2.432
N -0.762 1.080 -1.268
O -1.186 -0.013 -1.661
C -2.001 1.877 -1.141
C -2.160 2.652 0.171
C -2.153 1.625 1.314
C -0.928 0.725 1.308
C -1.293 -0.762 1.440
N -0.077 -1.593 1.398
C -0.041 0.997 0.044
H 0.716 -4.859 2.180
H 2.737 -4.342 0.885
H 2.718 -2.290 -0.535
H 2.864 -1.705 1.161
H 0.353 -1.887 -0.665
H 1.839 0.428 0.739
H 1.719 -0.577 -2.050
H 3.039 0.303 -1.176
H 2.120 1.682 -2.948
H 1.699 2.421 -1.381
H -0.030 0.880 -3.269
H -0.181 2.515 -2.809
H -2.064 2.567 -1.990
H -2.837 1.186 -1.246
H -1.313 3.363 0.268
H -3.070 3.241 0.199
H -2.213 2.197 2.218
H -3.066 1.007 1.130
H -0.331 0.987 2.160
H -2.039 -1.041 0.684
H -1.860 -0.852 2.374
H 0.374 2.003 0.259
*
```



3.
Entry from the OMol25 dataset: a structure of composition C15H22N2OPSc (ωB97M-V with the def2-TZVPD basis set).

For the relative energy (zero: lowest compared OMol25 entry of this formula, charge and spin), the calculation gives 4.240 eV. The highest occupied orbital energy (spin up / spin down) is -5.37 / -5.37 eV. Its total energy is -1871.3609 hartree. The calculation puts the strongest force on any atom at 2.8 eV/Å.

Structure (ORCA input):
```
! wB97M-V def2-TZVPD RIJCOSX def2/J DEFGRID3
* xyz 0 1
C -0.435 0.443 -5.506
C -0.977 1.707 -5.825
C -0.033 2.720 -5.433
C 1.105 2.064 -4.867
C 0.863 0.668 -4.862
Sc -1.111 -1.088 -1.679
P 0.535 -2.896 -2.008
H -0.885 -0.523 -5.744
H -1.915 1.896 -6.361
H -0.122 3.807 -5.586
H 1.470 -0.121 -4.432
H 2.011 2.550 -4.512
H 1.902 -2.793 -2.461
H 0.062 -3.952 -2.887
H 0.807 -3.644 -0.792
C -2.340 -1.218 4.521
C -0.842 -1.309 4.317
N -0.339 -0.517 3.152
C -0.068 0.902 3.422
C 0.773 1.138 4.676
C -0.668 -0.965 1.890
O -1.378 -1.953 1.677
C -0.006 -0.284 0.678
C 1.377 -0.375 0.464
C 1.959 0.244 -0.648
C 1.147 0.912 -1.560
N -0.216 0.825 -1.482
C -0.780 0.511 -0.214
H -2.682 -0.178 4.542
H -2.639 -1.677 5.464
H -2.832 -1.751 3.703
H -0.294 -0.948 5.188
H -0.579 -2.361 4.138
H 0.441 1.336 2.557
H -1.023 1.450 3.533
H 1.721 0.593 4.604
H 1.007 2.206 4.749
H 0.264 0.852 5.603
H 1.985 -0.901 1.208
H 3.040 0.217 -0.819
H 1.500 1.575 -2.349
H -1.807 0.836 -0.062
*
```



4.
Entry from the OMol25 dataset: an isolated molecule of C15H22N2OS (ωB97M-V with the def2-TZVPD basis set).

For the relative energy (zero: lowest compared OMol25 entry of this formula, charge and spin), the calculation gives 0.983 eV. The highest occupied orbital energy is -8.30 eV. Its total energy is -1167.7051 hartree. The calculation puts the strongest force on any atom at 1.5 eV/Å. As for the SMILES: C/C(=N\NC(=O)[C@@H](C)Sc1ccccc1)C(C)(C)C.

Structure (ORCA input):
```
! wB97M-V def2-TZVPD RIJCOSX def2/J DEFGRID3
* xyz 0 1
C -1.945 -1.814 2.234
C -1.912 -0.849 1.077
N -1.084 -0.926 0.119
N -0.152 -1.900 0.062
C 0.877 -1.893 -0.827
O 1.710 -2.776 -0.805
C 0.938 -0.739 -1.805
C -0.254 -0.685 -2.746
S 1.078 0.827 -0.840
C 2.849 0.992 -0.749
C 3.623 1.022 -1.900
C 4.996 1.155 -1.798
C 5.594 1.280 -0.555
C 4.816 1.275 0.590
C 3.443 1.129 0.496
C -2.897 0.301 1.047
C -2.771 1.085 -0.261
C -2.578 1.241 2.217
C -4.331 -0.230 1.170
H -2.202 -2.815 1.882
H -0.964 -1.861 2.711
H -2.672 -1.519 2.982
H -0.126 -2.651 0.752
H 1.868 -0.844 -2.366
H -1.170 -0.558 -2.178
H -0.145 0.151 -3.433
H -0.308 -1.609 -3.320
H 3.157 0.949 -2.871
H 5.598 1.171 -2.694
H 6.666 1.385 -0.480
H 5.278 1.377 1.561
H 2.826 1.119 1.382
H -1.748 1.419 -0.404
H -3.427 1.951 -0.236
H -3.053 0.462 -1.105
H -2.660 0.734 3.175
H -3.271 2.079 2.216
H -1.567 1.629 2.114
H -4.507 -0.711 2.128
H -5.034 0.594 1.074
H -4.537 -0.949 0.380
*
```